8
Properties=species:S:1:pos:R:3:nbo_charge:R:1 method="wB97M-V/def2-TZVPD" mol_weight_da=69.1 relative_energy_kj_mol=122.4 smiles=c1c[nH]nn1 homo_energy_ev=-9.8 fmax_ev_per_a=3.7 e_tot_ev=-6591.307 gap_ha=0.39345
C 1.033 0.356 -0.016 -0.1484
C -0.306 0.684 0.088 -0.1026
N -0.977 -0.459 -0.013 -0.3389
N -0.100 -1.462 0.046 -0.0711
N 1.138 -1.062 0.000 -0.2178
H 1.982 1.000 0.046 0.2310
H -0.844 1.636 -0.105 0.2280
H -1.926 -0.694 -0.046 0.4198



8
Properties=species:S:1:pos:R:3:nbo_charge:R:1 method="wB97M-V/def2-TZVPD" mol_weight_da=216.4 relative_energy_kj_mol=10.7 smiles="O=C(Cl)/C=C/I" homo_energy_ev=-9.8 fmax_ev_per_a=3.7 e_tot_ev=-25812.929 gap_ha=0.33432
O 1.848 -1.210 -0.072 -0.5012
C 1.614 -0.051 0.012 0.5284
Cl 3.037 1.064 0.008 -0.0869
C 0.269 0.488 -0.070 -0.3697
C -0.741 -0.427 -0.036 -0.2601
I -2.666 0.253 0.007 0.2180
H 0.030 1.574 0.116 0.2400
H -0.456 -1.394 -0.275 0.2315



17
Properties=species:S:1:pos:R:3:nbo_charge:R:1 method="wB97M-V/def2-TZVPD" mol_weight_da=98.1 relative_energy_kj_mol=220.7 homo_energy_ev=-9.6 fmax_ev_per_a=0.5 e_tot_ev=-8428.953 gap_ha=0.35892
C 1.373 -1.347 0.783 -0.3977
C 0.251 -1.702 0.162 -0.1641
C -1.073 -1.001 0.363 -0.5105
C -1.165 -0.048 -0.797 -0.0379
C -0.852 1.254 -0.799 -0.3584
C -0.441 2.049 0.377 0.3985
O -0.333 1.651 1.521 -0.5407
H 1.375 -0.569 1.543 0.2112
H 2.332 -1.791 0.525 0.2034
H 0.280 -2.453 -0.629 0.1962
H -1.907 -1.713 0.331 0.2197
H -1.089 -0.470 1.315 0.2560
H -1.391 -0.507 -1.761 0.2013
H -0.832 1.792 -1.745 0.2142
H -0.200 3.106 0.140 0.1121
H 1.938 0.573 -0.473 0.0138
H 1.734 1.178 -0.856 -0.0171



43
Properties=species:S:1:pos:R:3:nbo_charge:R:1 method="wB97M-V/def2-TZVPD" mol_weight_da=504.5 relative_energy_kj_mol=0.0 homo_energy_ev="-11.4 / -11.4" charge=+1 fmax_ev_per_a=0.4 e_tot_ev=-125577.925 gap_ha="0.29817 / 0.29987"
Ni 0.547 -0.271 -0.120 1.0726
N 0.795 -0.524 1.770 -0.8126
C -0.413 -1.116 2.376 -0.2424
C -0.976 -2.084 1.355 -0.2360
N -1.070 -1.350 0.064 -0.6104
C -2.323 -0.550 -0.055 -0.2348
C -2.144 0.604 -1.027 -0.2368
N -0.971 1.373 -0.617 -0.8972
H 1.613 -1.121 1.878 0.4188
H 1.016 0.391 2.167 0.4335
H -1.114 -0.303 2.565 0.2099
H -0.204 -1.597 3.330 0.2292
H -1.942 -2.495 1.651 0.2202
H -0.284 -2.915 1.210 0.2235
H -1.057 -2.028 -0.691 0.4083
H -2.565 -0.166 0.938 0.2038
H -3.145 -1.201 -0.357 0.2207
H -3.069 1.185 -1.062 0.2111
H -1.967 0.216 -2.032 0.2029
H -1.127 1.907 0.231 0.3987
H -0.675 2.045 -1.314 0.3992
Cl 2.662 -1.647 -4.921 0.1351
C 1.391 -0.496 -4.558 -0.2427
Cl -0.051 -0.823 -5.537 0.0957
Cl 1.927 1.169 -4.774 0.1169
C 0.982 -0.644 -3.153 0.4236
N 0.634 -0.762 -2.071 -0.4305
O 3.550 -0.219 -2.081 -0.9382
S 3.540 -0.123 -0.649 2.3016
O 3.633 -1.339 0.111 -0.9320
N 2.171 0.680 -0.134 -0.8895
C 2.441 1.810 0.538 0.1120
S 1.359 2.732 1.389 -0.1973
C 3.901 2.119 0.507 -0.1365
C 4.545 3.231 1.025 -0.1476
C 5.926 3.301 0.907 -0.1813
C 6.651 2.282 0.293 -0.1737
C 6.012 1.163 -0.225 -0.1947
C 4.638 1.121 -0.099 -0.2600
H 3.974 4.013 1.506 0.2483
H 6.451 4.160 1.301 0.2325
H 7.727 2.363 0.217 0.2334
H 6.565 0.365 -0.701 0.2429



94
Properties=species:S:1:pos:R:3:lowdin_charge:R:1 method="wB97M-V/def2-TZVPD" mol_weight_da=738.7 relative_energy_kj_mol=174.5 homo_energy_ev=-13.2 charge=+2 fmax_ev_per_a=0.3 e_tot_ev=-58304.249 gap_ha=0.26607
Y 1.137 0.563 0.422 1.6536
C -3.303 -5.456 0.101 -0.0352
C -2.594 -4.136 0.007 -0.2460
C -2.914 -3.201 -0.951 0.0375
C -2.217 -1.976 -1.025 -0.1032
C -2.174 -1.116 -2.154 0.0236
N -3.130 -0.830 -3.001 0.0895
C -4.574 -0.810 -2.718 -0.1228
C -4.930 0.394 -1.846 -0.1411
C -4.608 1.765 -2.443 -0.1311
N -3.177 2.121 -2.406 0.0838
C -2.375 2.298 -1.380 0.0253
C -2.633 2.318 0.005 -0.0990
C -3.904 2.406 0.633 0.0270
C -4.048 2.379 1.993 -0.2431
C -5.378 2.532 2.669 -0.0313
C -2.880 2.188 2.762 0.0572
C -1.620 2.072 2.217 -0.0961
C -0.528 1.737 3.136 -0.0624
N 0.585 1.200 2.827 -0.0111
C 1.473 0.839 3.937 -0.1979
C 1.603 -0.671 4.107 -0.1462
C 2.085 -1.432 2.876 -0.1951
N 1.059 -1.439 1.824 -0.0428
C 0.297 -2.460 1.778 -0.0545
C -0.818 -2.655 0.860 -0.0970
C -1.526 -3.843 0.878 0.0539
C -1.225 -1.649 -0.056 -0.2846
O -0.768 -0.456 -0.049 -0.1377
C -1.448 2.219 0.805 -0.2967
O -0.282 2.220 0.274 -0.1800
H -4.028 -5.567 -0.703 0.0823
H -2.604 -6.289 0.036 0.0910
H -3.839 -5.548 1.046 0.0920
H -3.651 -3.454 -1.703 0.1231
H -1.219 -0.637 -2.373 0.1223
H -2.840 -0.308 -3.816 0.1571
H -5.088 -0.778 -3.678 0.1364
H -4.860 -1.734 -2.224 0.1137
H -6.008 0.362 -1.667 0.1345
H -4.461 0.284 -0.866 0.1107
H -4.897 1.805 -3.494 0.1355
H -5.174 2.555 -1.954 0.1200
H -2.722 2.206 -3.303 0.1577
H -1.329 2.398 -1.659 0.1401
H -4.795 2.544 0.040 0.1087
H -6.186 2.590 1.941 0.0823
H -5.582 1.689 3.330 0.0904
H -5.413 3.439 3.274 0.0945
H -2.981 2.111 3.840 0.1374
H -0.755 1.924 4.191 0.1401
H 2.454 1.268 3.732 0.0894
H 1.115 1.289 4.868 0.1238
H 2.310 -0.850 4.920 0.1279
H 0.647 -1.092 4.433 0.1224
H 2.997 -0.989 2.463 0.1013
H 2.337 -2.460 3.147 0.1268
H 0.473 -3.288 2.473 0.1443
H -1.237 -4.600 1.601 0.1371
C 5.670 -0.190 1.305 -0.0284
C 4.768 0.850 0.710 -0.2570
C 4.027 1.707 1.528 -0.0373
C 3.176 2.676 0.989 -0.3173
C 2.481 3.694 1.853 -0.0330
C 3.021 2.719 -0.403 -0.0613
C 3.786 1.908 -1.245 -0.2640
C 3.690 2.051 -2.735 -0.0222
C 4.653 0.985 -0.668 -0.0089
H 6.651 -0.174 0.831 0.0946
H 5.242 -1.182 1.144 0.0725
H 5.809 -0.035 2.374 0.0855
H 4.183 1.671 2.600 0.1153
H 2.937 4.673 1.699 0.1010
H 2.571 3.456 2.912 0.0771
H 1.424 3.784 1.598 0.0701
H 2.322 3.435 -0.826 0.1361
H 4.020 1.146 -3.243 0.0811
H 4.324 2.872 -3.077 0.1007
H 2.669 2.275 -3.043 0.0796
H 5.248 0.346 -1.310 0.1356
C 4.236 -3.211 -2.423 0.0068
N 3.207 -2.175 -2.492 -0.0376
C 2.662 -1.797 -3.684 -0.0327
C 1.733 -0.825 -3.791 0.0130
C 1.318 -0.158 -2.581 -0.5431
O 0.466 0.758 -2.524 -0.0565
N 1.896 -0.559 -1.419 0.0349
C 2.823 -1.546 -1.316 -0.5212
O 3.311 -1.859 -0.233 0.0304
H 4.182 -3.819 -3.322 0.0956
H 4.059 -3.833 -1.550 0.0958
H 5.226 -2.763 -2.343 0.1018
H 3.032 -2.338 -4.544 0.1382
H 1.331 -0.536 -4.748 0.1155



18
Properties=species:S:1:pos:R:3:nbo_charge:R:1 method="wB97M-V/def2-TZVPD" mol_weight_da=106.2 relative_energy_kj_mol=274.8 smiles="C1=C[C@@H]2C[C@@H]2C=CC1" homo_energy_ev=-8.8 fmax_ev_per_a=2.8 e_tot_ev=-8455.422 gap_ha=0.36513
C 1.660 -0.163 -0.501 -0.1784
C 1.334 -0.303 0.779 -0.1790
C 0.089 0.284 1.438 -0.2687
C -1.026 -0.677 1.775 -0.4053
C -1.228 0.358 0.681 -0.2681
C -1.352 -0.101 -0.757 -0.1907
C -0.474 0.145 -1.796 -0.1630
C 1.004 0.538 -1.628 -0.5072
H 2.627 -0.730 -0.695 0.2019
H 1.983 -0.928 1.440 0.2071
H 0.192 1.186 2.100 0.2256
H -0.925 -1.754 1.555 0.2157
H -1.465 -0.620 2.712 0.2080
H -1.950 1.122 1.030 0.2296
H -2.373 -0.511 -1.062 0.2062
H -0.744 -0.003 -2.833 0.2026
H 1.099 1.682 -1.689 0.2402
H 1.510 0.078 -2.513 0.2234